1.
Here is a structure of composition C41H105CrF3N5O23S in a non-equilibrium geometry from the Open Molecules 2025 dataset. Energies are from ωB97M-V/def2-TZVPD.

## Properties
- orbital gap (spin up / spin down) (eV) = 7.29 / 6.95
- ⟨S²⟩ = 6.01
- net charge = +1
- highest occupied orbital energy (spin up / spin down) (eV) = -9.695 / -9.695
- multiplicity = 5
- total energy (eV) = -146156.18489

Geometry as XYZ:
```
179
C41H105CrF3N5O23S | the Open Molecules 2025 dataset | ωB97M-V/def2-TZVPD
Cr 0.653 0.954 -3.914
C 0.400 -1.054 0.172
F 0.944 -2.025 -0.566
F -0.949 -1.031 0.018
F 0.688 -1.204 1.480
S 0.993 0.680 -0.485
O 0.268 1.678 0.301
O 2.453 0.732 -0.321
O 0.581 0.649 -1.871
C -1.024 -8.459 3.617
O -0.698 -7.121 3.934
C -0.816 -6.787 5.301
C -0.844 -5.284 5.456
N 0.452 -4.722 5.183
C 0.414 -3.278 5.192
C 1.700 -2.632 4.639
O 1.859 -2.894 3.200
C 3.165 -2.581 2.697
H -0.180 -9.049 3.974
H -1.035 -8.396 2.528
H -1.894 -8.708 4.224
H -0.005 -7.317 5.800
H -1.722 -7.221 5.725
H -1.237 -4.916 6.403
H -1.473 -4.978 4.620
H 0.689 -4.953 4.228
H 0.091 -2.922 6.171
H -0.353 -2.915 4.508
H 2.551 -3.113 5.119
H 1.831 -1.609 4.993
H 3.861 -3.368 2.987
H 3.570 -1.653 3.100
H 3.033 -2.482 1.619
C 4.768 -2.876 -1.356
O 3.979 -1.999 -2.060
C 4.683 -1.316 -3.088
C 3.717 -0.124 -3.446
N 2.310 -0.552 -3.811
C 2.416 -1.237 -5.075
C 1.040 -1.599 -5.621
O 0.238 -0.458 -5.547
C -0.905 -0.641 -6.448
H 5.488 -3.408 -1.979
H 4.169 -3.593 -0.796
H 5.355 -2.300 -0.640
H 4.942 -1.943 -3.942
H 5.598 -0.906 -2.662
H 4.069 0.453 -4.302
H 3.716 0.514 -2.562
H 2.080 -1.138 -3.021
H 3.042 -2.103 -4.860
H 2.993 -0.704 -5.831
H 0.776 -2.395 -4.924
H 1.197 -2.062 -6.595
H -0.711 -0.497 -7.511
H -1.767 -0.016 -6.214
H -1.254 -1.667 -6.333
C -1.579 -2.012 -3.250
O -1.418 -0.576 -3.401
C -2.607 0.157 -3.009
C -2.190 1.658 -3.122
N -1.307 1.944 -4.273
C -0.971 3.400 -4.300
C -0.017 3.942 -3.178
O 0.992 2.946 -3.001
C 2.306 3.458 -2.681
H -2.417 -2.359 -3.855
H -1.832 -2.206 -2.208
H -0.727 -2.594 -3.601
H -2.847 0.018 -1.955
H -3.449 -0.168 -3.621
H -1.665 1.957 -2.215
H -3.034 2.346 -3.176
H -1.812 1.784 -5.133
H -1.916 3.941 -4.249
H -0.504 3.569 -5.270
H -0.581 4.046 -2.251
H 0.361 4.915 -3.492
H 2.257 4.258 -1.943
H 2.731 3.962 -3.550
H 2.984 2.675 -2.341
C -1.601 0.659 3.768
O -0.724 1.533 4.492
C 0.615 1.171 4.104
C 1.483 2.431 4.477
N 1.450 2.817 5.841
C 2.078 4.101 6.022
C 1.985 4.520 7.496
O 0.625 4.823 7.765
C 0.435 5.364 9.080
H -2.557 1.010 4.157
H -1.450 -0.420 3.783
H -1.497 0.913 2.713
H 0.674 0.996 3.029
H 0.995 0.244 4.533
H 1.054 3.227 3.868
H 2.551 2.349 4.276
H 0.505 3.045 6.114
H 1.455 4.843 5.523
H 3.078 4.002 5.599
H 2.634 5.394 7.544
H 2.252 3.743 8.213
H 1.116 6.183 9.311
H 0.510 4.569 9.823
H -0.524 5.851 9.253
C -7.307 6.454 -6.286
O -6.638 5.574 -5.374
C -5.647 6.159 -4.499
C -5.016 5.033 -3.631
N -5.944 4.563 -2.519
C -5.430 3.565 -1.658
C -4.308 4.212 -0.756
O -3.699 3.292 0.035
C -2.672 3.744 0.953
H -8.171 7.007 -5.918
H -7.845 5.909 -7.062
H -6.689 7.194 -6.796
H -6.080 6.904 -3.831
H -4.937 6.603 -5.198
H -4.026 5.432 -3.409
H -4.828 4.202 -4.312
H -6.795 4.228 -2.949
H -5.101 2.739 -2.289
H -6.207 3.122 -1.036
H -4.725 5.002 -0.131
H -3.512 4.681 -1.334
H -1.959 2.973 1.245
H -3.040 4.180 1.882
H -2.004 4.449 0.458
C 3.242 5.057 2.329
C 2.580 3.924 1.519
O 1.260 4.266 1.258
O 3.663 6.138 1.487
H 4.065 4.498 2.774
H 2.684 5.483 3.162
H 2.600 2.969 2.045
H 3.048 3.667 0.569
H 0.812 3.512 0.869
H 4.288 6.709 1.939
C 1.868 -4.903 -2.844
C 1.472 -6.137 -2.018
O 2.358 -7.236 -2.185
O 1.788 -4.919 -4.263
H 2.890 -4.654 -2.558
H 1.281 -4.055 -2.490
H 0.481 -6.449 -2.350
H 1.317 -5.771 -1.003
H 1.911 -8.006 -1.827
H 2.591 -5.385 -4.507
C 6.871 0.238 1.243
C 5.783 0.723 0.311
O 4.635 0.914 1.078
O 7.988 -0.039 0.415
H 6.526 -0.676 1.726
H 6.996 0.966 2.044
H 5.668 0.124 -0.592
H 6.038 1.741 0.015
H 3.798 0.976 0.613
H 8.831 -0.261 0.818
C -4.396 -1.781 0.026
C -5.598 -2.704 -0.163
O -6.237 -2.573 -1.417
O -3.987 -1.669 1.404
H -4.634 -0.810 -0.410
H -3.520 -2.177 -0.488
H -6.341 -2.354 0.553
H -5.331 -3.753 -0.039
H -6.703 -3.399 -1.566
H -4.013 -0.738 1.637
C -1.007 -5.447 0.861
C -1.676 -4.439 0.007
O -1.105 -4.638 -1.282
O -1.221 -6.783 0.436
H -1.320 -5.330 1.899
H 0.066 -5.266 0.802
H -1.562 -3.415 0.361
H -2.734 -4.662 -0.133
H -1.106 -5.588 -1.419
H -2.133 -6.990 0.650
```

Atomic partial charges in e from the Löwdin method, atoms 1 to 6: 0.916, -0.562, 0.142, 0.104, 0.137, 0.586

---

2.
Here is an isolated molecule of C18H21NO3S from the Open Molecules 2025 dataset. Energies are from ωB97M-V/def2-TZVPD.

## Properties
- orbital gap (eV) = 9.25
- ΔE to the lowest compared entry with this formula, charge and spin (kcal per mole) = 26.50
- highest occupied orbital energy (eV) = -8.536
- SMILES = O=S(=O)(N[C@@H]1CCCC[C@@H]1Oc1ccccc1)c1ccccc1
- total energy (eV) = -37474.69604

Geometry as XYZ:
```
44
C18H21NO3S | the Open Molecules 2025 dataset | ωB97M-V/def2-TZVPD
O -1.341 -2.888 -0.336
S -1.565 -1.615 0.279
O -1.151 -1.419 1.643
N -0.889 -0.458 -0.724
C -0.403 0.747 -0.084
C -0.349 1.895 -1.091
C 0.159 3.166 -0.419
C 1.548 2.929 0.165
C 1.513 1.797 1.187
C 0.980 0.509 0.552
O 1.822 0.050 -0.494
C 2.923 -0.702 -0.209
C 3.659 -1.112 -1.322
C 4.794 -1.880 -1.167
C 5.215 -2.254 0.100
C 4.487 -1.850 1.203
C 3.348 -1.074 1.060
C -3.288 -1.169 0.130
C -3.949 -1.494 -1.037
C -5.274 -1.120 -1.188
C -5.915 -0.425 -0.173
C -5.240 -0.107 0.995
C -3.915 -0.482 1.149
H -0.194 -0.866 -1.334
H -1.113 0.978 0.715
H -1.345 2.047 -1.511
H 0.326 1.611 -1.899
H 0.195 3.977 -1.148
H -0.528 3.459 0.378
H 2.236 2.660 -0.638
H 1.918 3.840 0.639
H 2.517 1.620 1.576
H 0.863 2.062 2.022
H 0.858 -0.274 1.311
H 3.317 -0.815 -2.302
H 5.352 -2.191 -2.038
H 6.102 -2.856 0.223
H 4.805 -2.136 2.194
H 2.802 -0.778 1.942
H -3.419 -2.042 -1.799
H -5.808 -1.370 -2.093
H -6.948 -0.135 -0.291
H -5.746 0.430 1.784
H -3.360 -0.264 2.049
```

Atomic partial charges in e from the Löwdin method, atoms 1 to 6: -0.281, 0.665, -0.288, -0.073, -0.315, -0.139

---

3.
Here is a cluster of 9 separate species, C42H73BrClIN9O12 in total in a non-equilibrium geometry from the Open Molecules 2025 dataset. Energies are from ωB97M-V/def2-TZVPD.

## Properties
- orbital gap (eV) = 6.13
- net charge = +1
- highest occupied orbital energy (eV) = -10.432
- total energy (eV) = -173381.74211

Geometry as XYZ:
```
139
C42H73BrClIN9O12 | the Open Molecules 2025 dataset | ωB97M-V/def2-TZVPD
C 2.961 1.044 0.338
C 2.901 1.991 -0.864
C 1.629 2.860 -0.818
Cl 1.642 4.153 -2.059
C 1.305 3.480 0.523
C 2.147 4.406 1.113
C 3.466 4.849 0.536
C 4.617 4.159 1.256
O 4.566 3.725 2.355
Br 6.257 4.055 0.221
C 1.756 4.993 2.314
C 2.603 6.030 3.008
O 2.810 7.108 2.534
O 3.111 5.674 4.197
C 0.547 4.670 2.889
C -0.253 3.752 2.275
I -2.085 3.342 3.222
N 0.130 3.162 1.133
C -0.755 2.148 0.480
O -1.381 2.726 -0.604
C -2.775 2.914 -0.453
C -3.232 4.206 -0.394
C -4.587 4.392 -0.224
C -5.446 3.325 -0.103
C -4.965 2.026 -0.176
C -3.613 1.835 -0.361
H 3.304 1.525 1.249
H 1.953 0.671 0.540
H 3.551 0.163 0.109
H 3.794 2.594 -0.988
H 2.806 1.404 -1.774
H 0.837 2.212 -1.160
H 3.603 5.910 0.740
H 3.580 4.695 -0.526
H 2.723 4.847 4.520
H 0.221 5.146 3.800
H -0.118 1.321 0.185
H -1.460 1.759 1.207
H -2.585 5.067 -0.482
H -4.982 5.399 -0.194
H -6.507 3.464 0.043
H -5.653 1.190 -0.081
H -3.206 0.831 -0.419
C -1.762 8.923 -2.503
C -1.929 8.025 -1.304
O -2.649 7.036 -1.334
N -1.250 8.354 -0.174
C -0.357 9.480 0.045
H -2.364 8.528 -3.315
H -2.096 9.936 -2.277
H -0.719 8.953 -2.820
H -1.417 7.723 0.593
H 0.636 9.123 0.325
H -0.738 10.108 0.851
H -0.270 10.080 -0.853
C -6.208 -2.086 -1.009
C -7.211 -1.388 -0.124
O -7.143 -0.179 0.107
N -8.208 -2.119 0.413
C -8.491 -3.541 0.269
H -5.491 -1.348 -1.363
H -5.681 -2.866 -0.464
H -6.705 -2.534 -1.869
H -8.833 -1.573 0.986
H -9.488 -3.658 -0.162
H -8.478 -4.012 1.252
H -7.761 -4.041 -0.364
C -12.204 -0.179 -0.608
C -12.046 -1.353 -1.546
O -12.181 -2.506 -1.169
N -11.743 -1.082 -2.843
C -11.545 0.212 -3.469
H -12.444 -0.561 0.379
H -11.278 0.396 -0.550
H -13.013 0.474 -0.938
H -11.652 -1.907 -3.414
H -12.266 0.352 -4.276
H -10.540 0.276 -3.889
H -11.671 1.011 -2.748
C 11.911 6.585 2.018
C 10.722 6.546 1.092
O 10.689 7.155 0.036
N 9.658 5.784 1.476
C 9.510 4.988 2.680
H 12.671 7.224 1.581
H 11.629 6.987 2.992
H 12.329 5.585 2.144
H 8.897 5.800 0.816
H 9.347 3.940 2.421
H 8.651 5.336 3.257
H 10.398 5.060 3.298
C -4.360 -6.816 -1.385
C -5.735 -6.242 -1.165
O -5.915 -5.145 -0.641
N -6.785 -6.992 -1.566
C -6.764 -8.311 -2.175
H -3.621 -6.119 -1.002
H -4.259 -7.765 -0.856
H -4.177 -6.974 -2.449
H -7.682 -6.562 -1.398
H -7.239 -8.274 -3.157
H -7.308 -9.018 -1.549
H -5.746 -8.666 -2.287
C -2.862 -11.276 -0.387
C -3.537 -10.277 0.520
O -4.641 -9.812 0.269
N -2.868 -9.906 1.639
C -1.567 -10.366 2.087
H -3.516 -11.470 -1.232
H -1.913 -10.880 -0.753
H -2.681 -12.214 0.139
H -3.359 -9.230 2.201
H -1.658 -10.832 3.071
H -0.880 -9.524 2.157
H -1.156 -11.087 1.391
C 13.070 3.842 -0.243
C 14.351 4.208 0.472
O 14.417 4.274 1.690
N 15.439 4.474 -0.295
C 15.548 4.454 -1.742
H 12.301 3.661 0.502
H 12.744 4.655 -0.894
H 13.204 2.937 -0.836
H 16.258 4.714 0.241
H 16.303 3.730 -2.050
H 15.843 5.438 -2.108
H 14.601 4.185 -2.195
C 2.220 -11.094 -1.041
C 1.652 -10.079 -0.078
O 0.561 -9.559 -0.255
N 2.403 -9.761 1.009
C 3.708 -10.274 1.383
H 1.508 -11.238 -1.847
H 3.162 -10.742 -1.463
H 2.387 -12.050 -0.543
H 1.970 -9.078 1.611
H 3.655 -10.758 2.359
H 4.430 -9.457 1.442
H 4.060 -10.996 0.656
```

Atomic partial charges in e from the Löwdin method, atoms 1 to 6: -0.053, -0.224, -0.598, 0.743, -0.127, -0.076

---

4.
Here is a cluster of 2 separate species, C3H6FIO in total in a non-equilibrium geometry from the Open Molecules 2025 dataset. Energies are from ωB97M-V/def2-TZVPD.

## Properties
- orbital gap (eV) = 10.20
- ΔE to the lowest compared entry with this formula, charge and spin (kcal per mole) = 23.22
- highest occupied orbital energy (eV) = -9.965
- total energy (eV) = -16072.36478

Geometry as XYZ:
```
12
C3H6FIO | the Open Molecules 2025 dataset | ωB97M-V/def2-TZVPD
C -1.033 0.101 1.126
C 0.147 -0.637 0.437
C 0.591 0.080 -0.799
O 0.460 1.373 -0.651
F -0.602 -0.500 -2.068
I 2.339 -0.599 -1.732
H -1.557 0.519 0.220
H -1.576 -0.646 1.785
H -0.561 0.774 1.851
H 1.079 -0.728 1.040
H 0.031 -1.704 0.154
H 0.681 1.967 -1.363
```

Atomic partial charges in e from the Löwdin method, atoms 1 to 6: -0.073, -0.288, -0.876, 0.007, -0.342, 0.958

---

5.
Here is a structure of composition C46H58NO6V from the Open Molecules 2025 dataset. Energies are from ωB97M-V/def2-TZVPD.

## Properties
- orbital gap (spin up / spin down) (eV) = 7.54 / 8.09
- ⟨S²⟩ = 2.02
- highest occupied orbital energy (spin up / spin down) (eV) = -7.480 / -7.544
- multiplicity = 3
- total energy (eV) = -88106.54321

Geometry as XYZ:
```
112
C46H58NO6V | the Open Molecules 2025 dataset | ωB97M-V/def2-TZVPD
V -0.549 1.070 0.509
C -0.925 -0.942 -2.340
O -1.405 -0.584 -1.043
C -2.614 0.092 -0.927
C -3.511 -0.478 -0.017
C -3.295 -1.870 0.557
C -2.403 -2.183 1.758
C -2.608 -3.394 2.417
C -1.755 -3.844 3.417
C -0.642 -3.061 3.725
C -0.385 -1.846 3.106
C 0.955 -1.170 3.400
C 1.224 0.311 3.194
C 1.121 1.199 4.246
C 1.483 2.544 4.129
C 1.942 2.982 2.903
C 2.023 2.155 1.778
C 2.310 2.849 0.446
C 1.083 3.445 -0.233
C 0.693 4.766 -0.057
C -0.483 5.261 -0.617
C -1.269 4.410 -1.394
C -0.934 3.081 -1.598
C -1.822 2.116 -2.373
C -2.834 1.335 -1.535
C -4.059 1.942 -1.275
C -4.988 1.420 -0.386
C -4.686 0.214 0.240
C -6.258 2.213 -0.086
C -7.051 2.427 -1.381
C -5.863 3.574 0.505
C -7.160 1.498 0.919
C 0.267 2.627 -1.026
O 0.523 1.294 -1.029
C -0.975 6.685 -0.356
C -1.134 7.431 -1.687
C -2.334 6.610 0.359
C -0.015 7.479 0.529
C 1.707 0.806 1.968
O 1.699 -0.128 0.943
C 2.843 -0.249 0.104
C 1.284 3.480 5.318
C -0.207 3.493 5.683
C 1.708 4.914 5.000
C 2.107 2.984 6.513
C -1.322 -1.399 2.165
O -1.193 -0.203 1.628
C -1.978 -5.159 4.166
C -3.250 -5.875 3.714
C -0.789 -6.099 3.922
C -2.098 -4.879 5.670
H -1.711 -0.816 -3.085
H -0.634 -1.991 -2.294
H -0.059 -0.331 -2.587
H -2.925 -2.496 -0.262
H -4.287 -2.260 0.796
H -3.458 -3.996 2.121
H 0.064 -3.414 4.471
H 1.702 -1.717 2.819
H 1.182 -1.382 4.447
H 0.752 0.822 5.193
H 2.191 4.026 2.762
H 2.800 2.186 -0.261
H 3.004 3.667 0.653
H 1.308 5.405 0.563
H -2.196 4.781 -1.816
H -1.178 1.451 -2.942
H -2.394 2.701 -3.096
H -4.252 2.900 -1.744
H -5.383 -0.222 0.943
H -6.468 2.976 -2.122
H -7.956 3.003 -1.177
H -7.346 1.474 -1.824
H -5.306 4.176 -0.215
H -5.230 3.450 1.384
H -6.759 4.132 0.787
H -7.480 0.519 0.556
H -8.057 2.096 1.090
H -6.664 1.363 1.882
H -1.845 6.933 -2.347
H -0.180 7.501 -2.212
H -1.500 8.444 -1.508
H -3.091 6.136 -0.266
H -2.683 7.616 0.604
H -2.257 6.032 1.281
H 0.971 7.581 0.071
H 0.107 7.017 1.511
H -0.414 8.482 0.684
H 3.704 0.244 0.555
H 2.628 0.179 -0.876
H 3.049 -1.314 -0.002
H -0.812 3.794 4.826
H -0.386 4.192 6.503
H -0.551 2.508 6.001
H 1.119 5.335 4.183
H 2.765 4.975 4.732
H 1.551 5.542 5.878
H 1.815 1.976 6.811
H 1.958 3.642 7.373
H 3.172 2.969 6.274
H -3.209 -6.149 2.658
H -4.138 -5.262 3.875
H -3.373 -6.795 4.290
H -0.675 -6.313 2.857
H -0.940 -7.045 4.448
H 0.146 -5.665 4.278
H -2.936 -4.210 5.874
H -1.195 -4.412 6.064
H -2.261 -5.809 6.218
O -2.507 2.621 0.976
N -1.837 3.028 1.917
O -0.704 2.460 1.993
```

Atomic partial charges in e from the Löwdin method, atoms 1 to 6: 1.158, -0.036, -0.158, -0.228, -0.114, -0.045